# 1
Computed, not measured: a molecular structure, C11H35F9FeN9O18S3 at a distorted geometry, with the ωB97M-V functional and the def2-TZVPD basis.

Results
Maximum force, Eh/bohr: 0.0818
LUMO energy (alpha / beta), eV: -1.8 / -4.7
HOMO-LUMO gap (alpha / beta), eV: 7.683 / 4.799
E_HOMO (alpha / beta), eV: -9.46 / -9.46
<S²>: 8.758
Spin multiplicity: 6
Energy, eV: -153594.0572

Last column: Löwdin charge in e.
Positions of all 86 atoms, in Å:
O (5.517, -3.609, -0.353)  -0.185
N (0.542, 0.970, -4.082)  0.187
H (-1.468, -0.919, 4.041)  0.083
H (-7.980, 0.996, 2.066)  0.085
H (4.977, -2.843, 1.493)  0.084
H (0.568, 0.371, 2.943)  0.058
O (0.674, -0.963, 0.162)  -0.304
H (-5.938, 1.766, 1.307)  0.093
O (-1.008, -5.279, 0.171)  -0.066
O (-2.424, 2.186, 2.933)  -0.282
O (0.723, 5.938, -2.054)  -0.245
N (2.617, 1.892, -3.897)  0.165
C (-6.528, -0.239, 1.291)  -0.678
H (1.865, 0.338, 0.321)  0.058
N (-1.761, 1.234, 6.454)  0.160
O (1.214, 1.861, -2.067)  -0.030
H (1.877, -3.384, 2.131)  0.041
H (6.700, -1.458, -0.761)  0.067
O (-0.758, -0.683, -1.771)  -0.263
F (-2.219, 5.745, 1.745)  0.161
F (-1.630, 5.277, -4.101)  0.175
N (-1.745, -0.142, 4.602)  0.138
H (1.179, -2.664, 0.965)  -0.007
H (0.935, 0.538, -4.898)  0.106
H (4.494, -4.537, 1.229)  0.089
S (-0.512, -0.321, -0.404)  0.630
S (-2.362, 3.118, 1.833)  0.567
H (2.964, 1.442, 0.646)  0.120
H (-4.799, 0.564, 0.724)  0.062
O (0.541, -4.816, -4.151)  0.011
O (-6.218, -1.381, 0.983)  0.016
S (-0.417, 5.103, -1.835)  0.583
H (6.280, -1.457, -2.349)  0.079
N (-7.755, 0.040, 1.853)  0.141
C (-2.467, 4.779, 2.615)  -0.672
H (4.602, -1.034, -0.071)  0.124
H (3.337, -1.454, -2.773)  0.077
O (-0.098, -0.323, 6.161)  0.024
C (4.695, -1.440, -1.091)  -0.438
F (-1.496, 3.239, -3.332)  0.139
O (0.253, 1.212, 2.601)  -0.079
Fe (0.642, 2.727, 0.256)  1.332
H (6.192, -4.111, 1.493)  0.089
C (0.017, -3.912, -3.509)  -0.667
H (-2.668, 0.226, 4.438)  0.088
O (-0.083, 3.854, -1.054)  -0.397
C (5.267, -3.791, 1.014)  -0.119
H (-1.586, -3.433, -2.234)  0.077
F (-3.676, 4.954, 3.128)  0.160
C (-0.855, 4.407, -3.491)  -0.659
H (-2.528, 1.671, 5.974)  0.090
N (-5.701, 0.820, 1.079)  0.167
H (-0.340, 0.704, -3.681)  0.094
H (3.949, 0.124, -2.484)  0.063
F (-1.740, -0.961, 1.862)  0.165
C (3.646, -0.784, -1.962)  -0.060
H (1.217, -2.384, -4.071)  0.088
C (-1.124, 0.214, 5.786)  -0.662
H (2.553, 1.870, -4.901)  0.102
O (-3.438, 3.047, 0.899)  -0.228
C (4.465, -2.948, -1.029)  -0.195
N (6.070, -1.051, -1.440)  0.046
H (-1.607, -5.009, -2.814)  0.103
O (-1.608, 5.717, -1.345)  -0.227
C (1.454, 1.553, -3.229)  -0.611
O (2.015, 1.305, 0.517)  -0.077
H (-0.086, -5.030, 0.299)  0.005
H (-8.508, -0.610, 1.748)  0.097
N (0.503, -2.633, -3.414)  0.150
H (4.350, -3.382, -2.025)  0.133
H (-1.404, -5.164, 1.039)  0.031
F (-1.561, 4.836, 3.601)  0.135
H (3.363, 2.436, -3.510)  0.110
F (-2.953, -0.063, 0.290)  0.144
N (-1.092, -4.154, -2.733)  0.158
H (2.722, -0.529, -1.447)  0.045
F (-2.275, -2.133, 0.121)  0.179
H (-1.347, 1.626, 7.274)  0.102
F (0.247, 4.181, -4.209)  0.142
O (1.274, -3.527, 1.395)  -0.051
C (-1.979, -0.926, 0.566)  -0.643
O (-1.005, 3.181, 1.237)  -0.382
O (-0.543, 1.148, -0.209)  -0.358
H (3.531, -3.163, -0.492)  0.118
H (-0.164, -1.944, -3.086)  0.040
H (-0.580, 1.377, 3.076)  0.010

---

# 2
Computed, not measured: 6 unconnected molecules or ions with the total composition C11H35N8O6 at a distorted geometry, with the ωB97M-V functional and the def2-TZVPD basis.

Results
Charge: -1
Maximum force, Eh/bohr: 0.0320
Energy relative to the best compared isomer or geometry (same formula, charge and spin), kcal/mol: 0.0
LUMO energy, eV: 2.9
HOMO-LUMO gap, eV: 8.578
E_HOMO, eV: -5.72
Energy, eV: -36184.5320

Last column: Löwdin charge in e.
Positions of all 60 atoms, in Å:
H (19.964, 16.239, -4.798)  0.091
O (17.978, 16.381, -5.460)  -0.166
H (21.251, 21.321, -1.442)  0.087
H (17.527, 15.784, -9.507)  0.073
O (18.747, 21.356, -8.051)  -0.014
N (22.452, 17.504, -1.203)  0.026
H (15.190, 16.277, -7.955)  0.064
H (16.405, 14.520, -9.296)  0.067
N (16.034, 16.592, -7.488)  0.043
O (16.666, 24.537, -3.192)  -0.033
H (19.000, 15.130, -6.672)  0.126
N (17.081, 18.565, 0.948)  0.125
H (18.432, 20.181, -5.102)  0.025
C (21.259, 17.469, -2.111)  -0.427
N (17.364, 19.707, -1.067)  0.148
H (18.702, 16.772, -7.352)  0.134
C (17.219, 18.516, -0.431)  -0.683
H (21.998, 21.722, -3.024)  0.083
O (17.162, 17.436, -1.001)  0.003
C (20.325, 16.417, -1.541)  -0.063
H (16.761, 17.720, 1.375)  0.084
H (18.163, 14.278, -8.880)  0.069
H (19.403, 17.833, -5.398)  0.090
H (23.158, 18.101, -1.619)  0.057
H (22.828, 16.563, -1.155)  0.056
H (21.648, 17.197, -3.103)  0.129
C (18.270, 15.945, -6.770)  -0.229
H (17.959, 24.242, -5.316)  0.092
H (18.204, 22.504, -5.047)  0.047
C (20.696, 18.861, -2.167)  -0.224
C (17.299, 14.946, -8.835)  -0.082
C (19.115, 16.938, -4.834)  -0.111
H (20.709, 15.405, -1.616)  0.075
H (20.089, 16.749, -0.527)  0.085
H (16.509, 14.682, -6.873)  0.137
C (21.284, 21.084, -2.509)  -0.099
H (19.901, 20.938, -5.739)  0.100
H (16.365, 20.408, -7.720)  0.087
H (16.604, 20.112, -6.047)  0.078
O (17.393, 19.691, -3.796)  -0.407
H (20.296, 21.230, -2.965)  0.081
H (16.385, 17.357, -8.055)  0.066
N (17.740, 23.380, -4.858)  0.157
N (16.950, 22.279, -3.000)  0.147
H (19.747, 18.938, -2.713)  0.100
H (17.351, 19.710, -2.113)  0.031
H (17.955, 18.912, -3.787)  -0.088
H (19.342, 16.463, -2.017)  0.049
O (21.668, 19.734, -2.716)  -0.193
N (16.979, 20.433, -6.931)  0.155
N (18.944, 20.667, -5.860)  0.118
H (20.477, 19.207, -1.144)  0.127
H (17.087, 21.351, -3.429)  0.029
H (17.198, 19.433, 1.433)  0.074
C (18.279, 20.856, -7.037)  -0.703
H (17.580, 20.525, -0.527)  0.082
C (17.095, 23.474, -3.646)  -0.684
C (16.995, 15.487, -7.425)  -0.434
H (16.450, 22.351, -2.133)  0.085
H (18.823, 17.167, -3.817)  0.056

---

# 3
Computed, not measured: 7 unconnected molecules or ions with the total composition C11H36N4O7 at a distorted geometry, with the ωB97M-V functional and the def2-TZVPD basis.

Results
Maximum force, Eh/bohr: 0.2241
Energy relative to the best compared isomer or geometry (same formula, charge and spin), kcal/mol: 158.5
LUMO energy, eV: -0.4
HOMO-LUMO gap, eV: 8.203
E_HOMO, eV: -8.58
Energy, eV: -32279.1904

Last column: Löwdin charge in e.
Positions of all 58 atoms, in Å:
H (0.836, -2.747, -1.594)  0.046
H (-3.498, -2.467, 4.528)  0.087
H (2.267, -1.370, -0.573)  0.096
C (2.017, 2.884, 2.486)  -0.609
H (1.926, -1.054, -4.857)  0.089
H (-2.944, -3.611, -0.973)  0.085
H (3.165, 2.529, -3.604)  0.197
H (0.290, 2.269, -1.614)  0.028
H (-2.576, -2.539, 3.041)  0.050
H (-1.038, -1.081, 2.350)  0.063
H (0.154, 2.582, 1.732)  0.144
H (-1.658, 1.295, -2.665)  0.075
C (-2.731, -0.611, 3.645)  -0.653
O (3.058, -0.215, -3.323)  -0.137
H (-0.244, -2.542, 0.325)  0.165
H (0.160, -4.202, -1.095)  0.092
C (1.995, -0.316, -0.373)  -0.147
O (-1.060, 1.586, -2.018)  -0.131
H (2.947, 0.219, -0.087)  0.112
H (-3.690, 0.605, 4.567)  0.141
H (-1.904, 3.012, -0.886)  0.093
H (1.413, -1.365, -3.259)  0.031
C (-3.336, -1.977, 3.550)  -0.044
O (3.508, 2.636, -1.007)  -0.118
C (-0.105, -3.241, -1.516)  -0.055
N (1.125, 2.605, -1.180)  0.175
H (-1.271, 1.459, -0.076)  0.057
H (2.584, 0.648, -3.198)  0.036
C (-0.984, -2.503, -0.581)  -0.592
H (1.149, 2.673, -0.144)  0.075
C (-2.242, -3.298, -0.168)  -0.030
C (2.296, -1.261, -3.830)  -0.174
O (1.680, 3.487, 3.679)  -0.132
O (-3.545, 0.315, 3.653)  0.040
H (0.235, -0.378, 0.312)  0.026
H (3.466, 2.717, 0.997)  0.090
C (-1.757, -0.320, 2.492)  -0.020
H (-0.606, -3.467, -2.440)  0.085
H (2.869, -2.148, -3.695)  0.080
N (3.223, 2.781, 2.003)  0.171
C (2.310, 2.627, -1.701)  -0.623
H (-4.186, -2.118, 2.856)  0.092
O (1.103, -0.212, 0.682)  -0.144
H (1.444, 0.233, -1.065)  0.042
H (-2.880, -2.840, 0.568)  0.046
H (-2.825, 1.560, -0.752)  0.092
H (1.467, 1.539, 1.096)  0.073
O (-1.078, -1.217, -0.781)  -0.036
H (-1.744, -1.055, -1.497)  0.147
H (-2.220, -0.622, 4.590)  0.141
C (-1.824, 1.943, -0.859)  -0.090
N (1.181, 2.397, 1.595)  0.102
N (2.262, 2.497, -2.980)  0.133
H (-2.255, -0.162, 1.566)  0.062
H (1.432, 2.527, -3.532)  0.116
H (3.872, 3.014, 2.715)  0.105
H (-2.019, -4.288, 0.290)  0.094
H (-1.216, 0.586, 2.606)  0.065

---

# 4
Computed, not measured: 7 unconnected molecules or ions with the total composition C11H36N6O7 at a distorted geometry, with the ωB97M-V functional and the def2-TZVPD basis.

Results
Maximum force, Eh/bohr: 0.1828
Energy relative to the best compared isomer or geometry (same formula, charge and spin), kcal/mol: 106.8
LUMO energy, eV: 0.2
HOMO-LUMO gap, eV: 9.559
E_HOMO, eV: -9.39
Energy, eV: -35261.6131

Last column: Löwdin charge in e.
Positions of all 60 atoms, in Å:
H (-2.519, 1.016, -2.680)  0.085
C (1.768, 1.987, 2.737)  -0.641
H (-4.331, -2.208, -2.283)  0.058
O (-0.463, -3.107, 2.719)  -0.056
N (2.593, 1.523, 3.631)  0.161
C (-2.846, -0.011, -2.960)  -0.100
C (0.018, -2.100, -2.727)  -0.340
O (2.128, 3.088, 2.023)  -0.102
H (1.485, -3.710, -3.069)  0.091
H (0.088, -3.182, -1.218)  0.098
H (3.534, 1.861, 3.474)  0.121
H (0.147, -0.490, -0.493)  0.072
H (4.718, -0.008, 0.681)  0.065
H (1.124, -2.750, -4.464)  0.075
H (-2.419, -1.434, 3.760)  0.088
O (0.254, -2.278, -1.397)  -0.089
H (1.126, 2.569, 0.537)  0.052
C (3.674, -0.551, -1.127)  -0.335
N (-2.522, 1.739, 0.778)  0.172
H (-1.935, -0.061, 2.804)  0.054
H (-3.467, 1.282, 0.937)  0.160
H (4.611, 1.272, -0.425)  0.097
C (0.495, 1.360, -0.964)  -0.579
O (0.370, 1.279, -2.358)  -0.124
H (-3.672, 0.081, -3.677)  0.076
H (-0.282, -1.571, 1.299)  0.104
H (-1.868, 1.151, 0.376)  0.026
H (0.170, -1.140, 2.885)  0.069
H (-1.285, -3.512, 2.470)  0.073
N (0.093, 0.446, -0.099)  0.167
O (2.853, -1.503, -0.530)  -0.081
H (1.156, 3.260, -1.124)  0.189
C (-0.578, -1.731, 2.383)  -0.294
H (-0.872, -2.715, -3.045)  0.132
C (1.234, -2.693, -3.391)  -0.068
C (-3.298, -0.681, -1.693)  -0.302
H (-2.500, -0.600, -0.911)  0.091
H (-2.103, -0.434, -3.606)  0.052
N (-1.027, 3.081, 1.317)  0.111
C (-2.292, 2.897, 1.307)  -0.636
H (-0.471, 2.726, 0.495)  0.066
H (3.215, 0.811, 0.466)  0.017
O (-3.467, -2.096, -1.928)  -0.090
O (-3.270, 3.707, 1.833)  -0.106
H (0.475, 0.652, 3.275)  0.088
H (-0.774, 4.004, 1.702)  0.163
C (4.032, 0.406, -0.022)  -0.086
C (-1.969, -1.170, 2.787)  -0.071
H (0.219, 0.477, 0.939)  0.087
H (2.405, 0.805, 4.427)  0.177
N (0.848, 2.497, -0.449)  0.137
H (-0.125, 1.855, 2.092)  0.063
H (3.175, -0.043, -1.920)  0.095
H (-0.125, -1.068, -3.002)  0.085
H (-2.746, -1.373, 2.069)  0.058
H (2.056, -1.995, -3.193)  0.073
N (0.627, 1.397, 2.640)  0.157
H (4.652, -1.044, -1.503)  0.138
H (2.191, -1.745, -1.188)  0.025
H (-4.298, -0.244, -1.381)  0.129